No. 1
# C10H11N5OS

The molecule C10H11N5OS (ωB97M-V/def2-TZVPD, the Open Molecules 2025 dataset).

Element x y z (Å)
1 C 0.895 3.271 -0.334
2 C 0.822 2.299 -1.444
3 N 1.137 1.023 -1.379
4 C 0.864 0.544 -2.622
5 S 1.076 -1.113 -3.083
6 C 1.887 -1.790 -1.585
7 C 0.880 -2.211 -0.520
8 O 0.608 -3.373 -0.320
9 N 0.369 -1.148 0.152
10 C -0.593 -1.128 1.149
11 C -1.184 -2.273 1.686
12 C -2.130 -2.106 2.679
13 C -2.454 -0.824 3.105
14 C -1.807 0.242 2.505
15 N -0.901 0.103 1.553
16 N 0.409 1.463 -3.446
17 N 0.385 2.577 -2.687
18 H -0.104 3.456 0.059
19 H 1.318 4.213 -0.675
20 H 1.506 2.859 0.463
21 H 2.576 -1.034 -1.213
22 H 2.425 -2.670 -1.931
23 H 0.672 -0.213 -0.148
24 H -0.902 -3.247 1.325
25 H -2.611 -2.968 3.118
26 H -3.188 -0.660 3.878
27 H -2.018 1.263 2.795
28 H 0.064 3.447 -3.079

## Properties
SMILES ... Cc1nc(SCC(=O)Nc2ccccn2)n[nH]1
Charge ... 0
Gap between HOMO and LUMO ... 9.2 eV
Highest occupied orbital energy ... -8.6 eV
ΔE to the lowest compared entry with this formula, charge and spin ... 0.00 kcal per mole
Lowest unoccupied orbital energy ... 0.61 eV
Electronic energy ... -1134.91751 a.u.

***

No. 2
# C5H8NaO5

A structure of composition C5H8NaO5 in a non-equilibrium geometry (ωB97M-V/def2-TZVPD, the Open Molecules 2025 dataset).

Element x y z (Å)
1 O 0.360 1.161 0.214
2 C 0.811 -0.262 0.094
3 C 0.675 1.885 -0.954
4 O 1.578 -0.601 1.035
5 O 1.332 -0.306 -1.237
6 C 1.714 0.994 -1.629
7 H 1.071 2.875 -0.691
8 H -0.227 2.005 -1.578
9 H 1.688 1.060 -2.724
10 H 2.731 1.221 -1.268
11 O -3.221 -0.226 0.541
12 O -0.441 -1.058 0.104
13 C -2.811 -1.149 -0.385
14 C -1.401 -0.906 -0.935
15 H -3.467 -1.182 -1.293
16 H -2.820 -2.202 0.002
17 H -1.359 0.119 -1.342
18 H -1.179 -1.610 -1.758
19 Na -1.462 0.635 1.516

## Properties
Charge ... -1
Gap between HOMO and LUMO ... 6.0 eV
Highest occupied orbital energy ... -3.7 eV
Lowest unoccupied orbital energy ... 2.30 eV
Electronic energy ... -733.86712 a.u.

***

No. 3
# C8H12NO3

The ion C8H12NO3 with charge +1 in a non-equilibrium geometry (ωB97M-V/def2-TZVPD, the Open Molecules 2025 dataset).

Element x y z (Å)
1 C 0.632 -1.355 -2.683
2 C -0.262 0.682 -2.764
3 C 0.338 0.571 1.456
4 C -0.251 -0.725 1.976
5 C 1.625 0.053 0.809
6 C -0.096 -1.740 0.847
7 C 1.031 -1.159 -0.001
8 C -0.939 1.941 -3.337
9 N 0.642 -0.707 -1.254
10 O 1.060 -2.388 -3.019
11 O 0.143 -0.333 -3.492
12 O -0.022 0.554 -1.485
13 H -0.376 0.976 0.681
14 H 0.729 1.241 2.297
15 H 0.290 -0.976 2.834
16 H -1.298 -0.604 2.255
17 H 1.974 0.786 0.142
18 H 2.357 -0.192 1.604
19 H 0.092 -2.780 1.303
20 H -0.928 -1.727 0.154
21 H 1.781 -1.899 -0.208
22 H -0.483 2.856 -2.916
23 H -0.908 1.894 -4.451
24 H -1.880 1.793 -2.932

## Properties
Charge ... +1
Gap between HOMO and LUMO ... 9.2 eV
Highest occupied orbital energy ... -14.2 eV
ΔE to the lowest compared entry with this formula, charge and spin ... 52.52 kcal per mole
Lowest unoccupied orbital energy ... -5.01 eV
Electronic energy ... -592.14222 a.u.

***

No. 4
# C25H19BrO2PW

A structure of composition C25H19BrO2PW in a non-equilibrium geometry (ωB97M-V/def2-TZVPD, the Open Molecules 2025 dataset).

Element x y z (Å)
1 W 0.045 -0.161 -2.009
2 C 1.370 4.735 -1.625
3 C 1.507 4.300 -0.309
4 C 0.758 3.213 0.151
5 C -0.143 2.548 -0.695
6 C -0.268 3.001 -2.018
7 C 0.483 4.086 -2.479
8 P -1.127 1.091 -0.178
9 C -1.972 1.592 1.357
10 C -2.243 2.933 1.672
11 C -2.940 3.277 2.835
12 C -3.401 2.284 3.693
13 C -3.179 0.946 3.381
14 C -2.483 0.605 2.218
15 C 0.452 0.003 0.469
16 C 0.783 0.042 1.834
17 C 1.877 -0.682 2.326
18 C 2.671 -1.452 1.472
19 C 2.389 -1.505 0.110
20 C 1.307 -0.791 -0.394
21 H 1.957 5.576 -1.984
22 H 2.202 4.800 0.360
23 H 0.891 2.894 1.181
24 H -0.948 2.506 -2.709
25 H 0.378 4.419 -3.509
26 H -1.930 3.738 1.011
27 H -3.131 4.323 3.060
28 H -3.947 2.552 4.594
29 H -3.555 0.165 4.037
30 H -2.341 -0.451 1.990
31 H 0.221 0.644 2.541
32 H 2.115 -0.639 3.386
33 H 3.517 -2.005 1.872
34 H 3.006 -2.093 -0.562
35 Br -1.425 -3.438 1.238
36 C -0.405 -4.013 -0.273
37 C -0.095 -5.365 -0.426
38 C 0.649 -5.786 -1.527
39 C 1.082 -4.857 -2.477
40 C 0.780 -3.484 -2.343
41 C 0.027 -3.079 -1.222
42 C 1.268 -2.528 -3.389
43 O 1.914 -2.971 -4.326
44 O 1.045 -1.190 -3.374
45 H -0.428 -6.088 0.307
46 H 0.890 -6.834 -1.646
47 H 1.658 -5.220 -3.319
48 H -0.238 -2.057 -1.058
49 H -1.046 0.416 -3.244

## Properties
Charge ... +1
Gap between HOMO and LUMO (alpha / beta) ... 6.2 / 6.8 eV
Highest occupied orbital energy (alpha / beta) ... -11.8 / -11.8 eV
<S²> ... 2.034
Lowest unoccupied orbital energy (alpha / beta) ... -5.61 / -5.03 eV
Spin multiplicity ... 3
Electronic energy ... -4096.55910 a.u.

***

No. 5
# C4H17MnNP

A structure of composition C4H17MnNP in a non-equilibrium geometry (ωB97M-V/def2-TZVPD, the Open Molecules 2025 dataset).

Element x y z (Å)
1 C -0.593 0.170 -3.180
2 Mn -0.009 -0.872 -1.260
3 N -1.284 -2.269 -0.202
4 H 1.499 -0.582 -0.684
5 H -0.630 -2.760 0.409
6 H -1.245 -0.549 -2.606
7 H -0.212 -0.300 -4.095
8 H 0.284 0.572 -2.620
9 H -1.214 1.039 -3.425
10 H -2.042 -1.935 0.405
11 H -1.705 -2.970 -0.821
12 C 1.371 -0.406 2.001
13 P 0.433 0.426 0.685
14 C -1.138 0.820 1.584
15 C 1.390 1.970 0.499
16 H 1.200 -1.499 1.972
17 H 1.150 -0.035 3.012
18 H 2.435 -0.214 1.792
19 H -1.143 0.315 2.571
20 H -1.327 1.892 1.774
21 H -1.982 0.455 0.976
22 H 1.578 2.540 1.402
23 H 2.364 1.672 0.037
24 H 0.820 2.521 -0.224

## Properties
Charge ... -1
Gap between HOMO and LUMO (alpha / beta) ... 3.1 / 4.7 eV
Highest occupied orbital energy (alpha / beta) ... 0.4 / -1.2 eV
<S²> ... 8.933
ΔE to the lowest compared entry with this formula, charge and spin ... 0.00 kcal per mole
Lowest unoccupied orbital energy (alpha / beta) ... 3.51 / 3.47 eV
Spin multiplicity ... 6
Electronic energy ... -1709.52146 a.u.

***

No. 6
# C4H22BrO7

A cluster of 8 separate species, C4H22BrO7 in total in a non-equilibrium geometry (ωB97M-V/def2-TZVPD, the Open Molecules 2025 dataset).

Element x y z (Å)
1 Br 1.371 1.704 -0.390
2 C 0.405 -6.152 0.067
3 C -0.269 -4.846 0.148
4 O 0.565 -4.121 1.067
5 H 1.258 -6.131 -0.611
6 H -0.278 -6.933 -0.267
7 H 0.598 -6.582 1.050
8 H -1.319 -4.954 0.420
9 H -0.158 -4.490 -0.876
10 H 0.434 -3.178 0.942
11 C -6.755 0.620 -0.659
12 C -5.318 0.103 -1.149
13 O -4.582 1.243 -1.685
14 H -7.349 -0.141 -0.153
15 H -7.317 1.018 -1.503
16 H -6.652 1.344 0.149
17 H -5.478 -0.647 -1.924
18 H -4.722 -0.279 -0.320
19 H -3.711 1.193 -1.283
20 O 0.840 1.428 4.721
21 H 0.904 1.879 3.879
22 H 0.231 1.960 5.233
23 O 1.813 5.931 3.719
24 H 1.806 5.441 2.896
25 H 0.979 5.714 4.135
26 O 6.575 2.032 -3.262
27 H 7.300 1.438 -3.069
28 H 5.789 1.529 -3.052
29 O 5.443 1.047 2.446
30 H 5.620 1.987 2.451
31 H 4.662 0.953 1.900
32 O 2.326 3.182 -5.362
33 H 2.948 3.876 -5.140
34 H 2.045 2.833 -4.516

## Properties
Charge ... -1
Gap between HOMO and LUMO ... 7.0 eV
Highest occupied orbital energy ... -4.3 eV
ΔE to the lowest compared entry with this formula, charge and spin ... 48.29 kcal per mole
Lowest unoccupied orbital energy ... 2.65 eV
Electronic energy ... -3266.32634 a.u.

***

Copy entry 6 word for word.
# C4H22BrO7

A cluster of 8 separate species, C4H22BrO7 in total in a non-equilibrium geometry (ωB97M-V/def2-TZVPD, the Open Molecules 2025 dataset).

Element x y z (Å)
1 Br 1.371 1.704 -0.390
2 C 0.405 -6.152 0.067
3 C -0.269 -4.846 0.148
4 O 0.565 -4.121 1.067
5 H 1.258 -6.131 -0.611
6 H -0.278 -6.933 -0.267
7 H 0.598 -6.582 1.050
8 H -1.319 -4.954 0.420
9 H -0.158 -4.490 -0.876
10 H 0.434 -3.178 0.942
11 C -6.755 0.620 -0.659
12 C -5.318 0.103 -1.149
13 O -4.582 1.243 -1.685
14 H -7.349 -0.141 -0.153
15 H -7.317 1.018 -1.503
16 H -6.652 1.344 0.149
17 H -5.478 -0.647 -1.924
18 H -4.722 -0.279 -0.320
19 H -3.711 1.193 -1.283
20 O 0.840 1.428 4.721
21 H 0.904 1.879 3.879
22 H 0.231 1.960 5.233
23 O 1.813 5.931 3.719
24 H 1.806 5.441 2.896
25 H 0.979 5.714 4.135
26 O 6.575 2.032 -3.262
27 H 7.300 1.438 -3.069
28 H 5.789 1.529 -3.052
29 O 5.443 1.047 2.446
30 H 5.620 1.987 2.451
31 H 4.662 0.953 1.900
32 O 2.326 3.182 -5.362
33 H 2.948 3.876 -5.140
34 H 2.045 2.833 -4.516

## Properties
Charge ... -1
Gap between HOMO and LUMO ... 7.0 eV
Highest occupied orbital energy ... -4.3 eV
ΔE to the lowest compared entry with this formula, charge and spin ... 48.29 kcal per mole
Lowest unoccupied orbital energy ... 2.65 eV
Electronic energy ... -3266.32634 a.u.

***

Number 3 is which compound? C8H12NO3